Record 1
Density functional theory data (wB97M-V/def2-TZVPD) for a structure of composition C11H17BN6OPd at a distorted geometry.

The geometry in XYZ format:
```
37
Properties=species:S:1:pos:R:3:mulliken_charge:R:1
H 0.90 2.64 1.81 0.25
N 0.59 1.38 0.15 0.14
B 0.25 0.38 -2.19 0.13
N 0.60 1.56 -1.23 -0.09
C 0.93 2.84 -1.49 -0.06
Pd 0.38 -0.40 1.15 0.43
H 1.03 3.17 -2.51 0.46
C 1.11 3.50 -0.28 -1.19
H 1.38 4.52 -0.12 0.38
C 0.88 2.55 0.73 -0.13
H 0.35 0.69 -3.34 -0.10
C -0.69 -1.99 2.28 -1.32
H -0.20 -2.04 3.26 0.33
H -0.39 -2.84 1.68 0.29
H -1.78 -1.91 2.27 0.37
N -1.21 -0.03 -1.82 0.03
N 1.18 -0.81 -1.81 0.10
N -1.51 -0.28 -0.51 0.07
N 1.28 -1.22 -0.48 0.04
C -2.34 -0.14 -2.57 -0.14
C 2.02 -1.56 -2.55 -0.08
H -2.31 0.05 -3.63 0.44
H 2.12 -1.37 -3.60 0.45
C -3.38 -0.50 -1.70 -1.10
C 2.64 -2.48 -1.71 -1.12
C -2.79 -0.60 -0.42 -0.09
C 2.14 -2.25 -0.42 -0.30
H -4.41 -0.68 -1.96 0.38
H 3.37 -3.22 -1.98 0.38
H -3.25 -0.87 0.52 0.42
H 2.34 -2.74 0.52 0.46
H -1.28 -0.43 3.29 0.38
C 0.05 1.05 3.78 -0.63
O -0.79 0.34 2.86 -0.40
H 1.09 0.71 3.66 0.25
H -0.30 0.88 4.81 0.37
H -0.02 2.11 3.53 0.23
```

Results
- energy above the lowest of the compared OMol25 structures with the same formula, charge and spin (kJ/mol) = 76.7
- 2S+1 = 3
- ⟨S²⟩ = 2.006
- E (a.u.) = -985.78864

***

Record 2
Density functional theory data (wB97M-V/def2-TZVPD) for a structure of composition C38H36BrN10O6PSTi at a distorted geometry.

The geometry in XYZ format:
```
94
Properties=species:S:1:pos:R:3:mulliken_charge:R:1
Ti 1.41 -0.50 -0.13 -0.40
C 3.11 -0.26 5.18 -0.86
N 2.70 -0.83 3.91 0.20
C 2.42 -2.15 3.68 -0.85
C 1.97 -2.23 2.40 -1.00
N 1.94 -0.98 1.86 1.35
C 2.40 -0.15 2.78 -0.42
P 2.64 1.65 2.63 -0.47
C 0.86 2.05 2.62 0.10
N -0.06 1.15 2.87 -0.06
C -1.25 1.83 2.81 -0.23
C -1.02 3.15 2.55 -0.88
N 0.34 3.29 2.46 0.37
C 1.05 4.53 2.21 -0.88
C 3.22 1.74 0.89 0.03
N 3.00 0.87 -0.09 1.29
C 3.80 1.23 -1.14 -0.60
C 4.51 2.34 -0.80 -1.02
N 4.16 2.64 0.49 0.23
C 4.66 3.79 1.22 -0.94
H 3.33 -1.07 5.87 0.34
H 2.32 0.36 5.60 0.32
H 4.01 0.35 5.05 0.32
H 2.57 -2.90 4.44 0.48
H 1.67 -3.09 1.83 0.61
H -2.19 1.33 2.97 0.21
H -1.68 3.99 2.43 0.48
H 0.54 5.35 2.71 0.42
H 1.11 4.72 1.14 0.21
H 2.05 4.45 2.63 0.35
H 3.78 0.68 -2.07 0.56
H 5.22 2.93 -1.34 0.51
H 5.73 3.90 1.02 0.38
H 4.52 3.64 2.29 0.36
H 4.14 4.69 0.91 0.30
C -3.05 -0.59 -3.71 -1.45
C -2.15 0.49 -3.23 -0.34
N -1.52 0.51 -2.08 0.45
C -0.78 1.67 -2.06 -0.02
C -0.99 2.37 -3.23 -0.22
N -1.85 1.60 -3.95 0.10
C -0.55 3.65 -3.83 0.50
O 0.29 4.40 -3.14 -0.59
O -0.97 3.97 -4.92 -0.64
C 0.13 1.97 -0.94 0.96
O 0.74 3.05 -0.88 -1.01
O 0.25 1.04 -0.07 0.34
H -3.11 -1.35 -2.94 0.13
H -2.66 -1.04 -4.62 0.45
H -4.06 -0.21 -3.91 0.36
H -2.17 1.86 -4.88 0.25
H 0.50 3.97 -2.26 0.50
Br 0.64 -1.89 -4.86 -0.24
C 2.25 -2.78 -4.31 0.06
C 2.83 -3.61 -5.24 -0.63
C 3.91 -4.42 -4.91 -0.66
C 4.37 -4.41 -3.59 -0.58
C 3.80 -3.59 -2.65 -0.72
C 2.73 -2.70 -2.97 0.42
C 2.24 -1.85 -1.96 1.07
O 2.59 -1.99 -0.68 -0.79
O 1.39 -0.86 -2.13 -0.56
H 2.41 -3.64 -6.24 0.40
H 4.36 -5.06 -5.66 0.36
H 5.19 -5.06 -3.30 0.38
H 4.16 -3.59 -1.63 0.40
N -0.48 -1.71 0.02 0.66
S -3.74 -2.65 0.42 -0.20
C -3.27 -2.11 2.05 0.55
C -3.84 -1.03 2.71 -0.11
C -3.38 -0.68 3.97 -0.68
C -2.35 -1.38 4.58 -0.39
C -1.79 -2.46 3.91 -0.49
C -2.24 -2.83 2.66 -0.50
C -4.77 -1.31 -0.12 -0.35
C -6.15 -1.40 -0.01 -0.07
C -6.95 -0.35 -0.46 -0.60
C -6.37 0.78 -1.02 -0.57
C -4.99 0.86 -1.14 -0.86
C -4.19 -0.18 -0.70 0.68
H -1.31 -1.18 0.27 -0.52
H -4.64 -0.47 2.25 0.32
H -3.83 0.17 4.48 0.35
H -1.99 -1.09 5.56 0.37
H -0.98 -3.02 4.37 0.41
H -1.78 -3.66 2.14 0.35
H -6.60 -2.28 0.42 0.43
H -8.03 -0.42 -0.37 0.38
H -6.99 1.59 -1.37 0.40
H -4.53 1.73 -1.59 0.45
H -3.11 -0.12 -0.81 0.33
N -0.60 -3.43 -1.68 -0.63
C -0.60 -2.53 -0.89 0.57
H -0.43 -3.26 -2.67 0.23
```

Results
- energy above the lowest of the compared OMol25 structures with the same formula, charge and spin (kJ/mol) = 49.3
- 2S+1 = 3
- ⟨S²⟩ = 2.031
- E (a.u.) = -6631.90483

***

Record 3
Density functional theory data (wB97M-V/def2-TZVPD) for a cluster of 2 separate species, CH3Cl2NO2S in total at a distorted geometry.

The geometry in XYZ format:
```
10
Properties=species:S:1:pos:R:3:mulliken_charge:R:1
C -1.67 -0.05 0.76 -0.22
N 0.70 -0.53 -0.59 -0.50
O -0.89 -2.32 0.17 -0.52
O -1.52 -1.00 -1.74 -0.50
S -0.87 -1.08 -0.51 1.09
Cl -3.28 0.07 0.51 0.04
Cl -0.80 2.32 -0.72 -0.40
H -1.39 0.13 1.71 0.43
H 1.17 -0.47 0.34 0.29
H 0.90 0.45 -0.92 0.29
```

Results
- energy above the lowest of the compared OMol25 structures with the same formula, charge and spin (kJ/mol) = 306.3
- E (a.u.) = -1563.57547

***

Record 4
Density functional theory data (wB97M-V/def2-TZVPD) for a cluster of 2 separate species, C2H6N4O in total at a distorted geometry.

The geometry in XYZ format:
```
13
Properties=species:S:1:pos:R:3:mulliken_charge:R:1
C -1.40 -0.99 -0.27 -0.28
C 0.56 1.13 1.78 0.59
N -0.91 0.20 0.10 0.03
N -0.03 0.32 1.10 -0.41
N -2.08 -0.85 -1.41 -0.22
N 2.19 -0.25 0.12 -0.77
O 1.30 1.72 2.49 -0.49
H -0.88 0.99 -0.58 0.30
H -2.32 -1.74 -1.73 0.27
H -2.36 -0.11 -2.00 0.17
H 2.44 0.42 0.81 0.24
H 2.00 0.08 -0.80 0.21
H 1.50 -0.91 0.39 0.34
```

Results
- energy above the lowest of the compared OMol25 structures with the same formula, charge and spin (kJ/mol) = 421.0
- E (a.u.) = -373.95002

***

Record 5
Density functional theory data (wB97M-V/def2-TZVPD) for a cluster of 2 separate species, C3H4N3O2 in total at a distorted geometry.

The geometry in XYZ format:
```
12
Properties=species:S:1:pos:R:3:mulliken_charge:R:1
C 1.53 -1.23 -0.07 0.13
C -2.79 1.13 0.12 0.42
C 2.36 -0.15 -0.01 0.08
N 0.25 -1.22 -0.22 -0.13
N 3.26 0.60 0.04 0.60
N -3.80 1.73 0.04 -0.27
O -1.74 0.63 0.02 -0.58
O 4.08 1.41 0.09 -0.48
H 2.11 -2.40 0.07 0.34
H -0.28 -2.08 -0.26 0.27
H -0.30 -0.35 -0.26 0.33
H -4.67 1.93 0.46 0.30
```

Results
- energy above the lowest of the compared OMol25 structures with the same formula, charge and spin (kJ/mol) = 395.1
- E (a.u.) = -431.08055
- net charge = +1

***

Record 6
Density functional theory data (wB97M-V/def2-TZVPD) for an isolated molecule of C3H5FO at a distorted geometry.

The geometry in XYZ format:
```
10
Properties=species:S:1:pos:R:3:mulliken_charge:R:1
C -1.10 -0.79 0.01 -0.87
C -0.09 0.17 0.55 0.56
O -0.11 0.68 1.66 -0.55
C 1.10 0.64 -0.27 -0.22
F 0.99 0.36 -1.56 -0.28
H -2.13 -0.47 0.26 0.31
H -0.85 -1.81 0.36 0.25
H -1.02 -0.74 -1.12 0.26
H 2.01 0.21 0.17 0.25
H 1.20 1.74 -0.05 0.29
```

Results
- energy above the lowest of the compared OMol25 structures with the same formula, charge and spin (kJ/mol) = 12.0
- E (a.u.) = -292.39173